# C14H16O

A cluster of 2 separate species, C14H16O in total in a non-equilibrium geometry (ωB97M-V/def2-TZVPD, the Open Molecules 2025 dataset).

The calculation puts the HOMO energy at -7.91 eV. The value obtained for the total energy is -16820.28683 eV. The energy relative to the best compared isomer or geometry (same formula, charge and spin) comes out at 114.1 kcal/mol. The SMILES is Cc1ccc(O)cc1.Cc1ccccc1. The gap between HOMO and LUMO is 0.31575 hartree.

```
! wB97M-V def2-TZVPD RIJCOSX def2/J DEFGRID3
* xyz 0 1
C 1.00 -1.39 2.36
C 0.32 -0.07 2.36
C 0.49 0.65 1.11
C -0.26 1.76 0.93
C -1.09 2.26 1.90
O -1.63 3.53 1.81
C -1.31 1.45 3.13
C -0.38 0.45 3.37
H 1.43 -1.70 1.51
H 0.27 -2.22 2.45
H 1.73 -1.94 2.91
H 1.03 0.39 0.22
H -0.09 2.39 0.09
H -0.96 4.23 1.35
H -2.14 1.58 3.75
H -0.54 -0.02 4.41
C 1.98 -1.25 -3.38
C 0.93 -0.76 -2.46
C 0.25 -1.72 -1.85
C -1.11 -1.68 -1.49
C -1.65 -0.40 -1.58
C -0.94 0.79 -1.87
C 0.38 0.58 -2.32
H 2.68 -1.85 -2.51
H 2.24 -0.55 -4.10
H 1.46 -2.16 -3.68
H 0.64 -2.76 -1.65
H -1.61 -2.52 -1.08
H -2.70 -0.32 -1.56
H -1.32 1.79 -1.66
H 0.91 1.46 -2.48
*
```

Results of the Löwdin charge analysis, in e, for atoms 1 through 5: number 1, C, carries -0.066; number 2, C, carries -0.259; number 3, C, carries -0.013; number 4, C, carries -0.093; number 5, C, carries -0.281